{
  "formula": "C21H34MgN5O2S2",
  "method": "ωB97M-V with the def2-TZVPD basis set",
  "total_charge": 1,
  "e_above_lowest_kj_mol": 141.6,
  "e_tot_ev": -60985.878,
  "orbital_gap_ev": 7.05,
  "lumo_energy_ev": -2.8,
  "max_force_ev_per_a": 3.61,
  "mol_weight_g_mol": 476.97,
  "symbols": ["Mg", "C", "C", "N", "C", "S", "N", "N", "C", "C", "C", "C", "C", "C", "C", "N", "H", "H", "H", "H", "H", "H", "H", "H", "H", "H", "H", "H", "H", "C", "C", "C", "N", "C", "C", "H", "H", "H", "H", "H", "C", "C", "C", "S", "O", "C", "C", "C", "H", "H", "H", "H", "H", "H", "H", "H", "H", "H", "H", "H", "H", "H", "O", "H", "H"],
  "positions_angstrom": [[-5.19399, -13.99348, 9.26164], [-6.85470, -18.65070, 13.86138], [-6.62343, -18.00978, 12.49373], [-5.40571, -17.28481, 12.39622], [-5.23837, -16.53361, 11.25214], [-3.90091, -15.44000, 11.05593], [-6.26365, -16.76244, 10.37504], [-6.01092, -16.04969, 9.28406], [-6.38823, -16.44982, 8.07883], [-7.52895, -17.40762, 7.90877], [-5.57907, -15.81666, 7.00054], [-5.60070, -16.26373, 5.67112], [-4.63489, -15.82291, 4.75683], [-3.66429, -14.92149, 5.20199], [-3.68018, -14.55401, 6.56658], [-4.64557, -14.90059, 7.47468], [-7.85291, -19.06310, 13.91933], [-6.74146, -17.93092, 14.66949], [-6.09243, -19.41558, 14.03666], [-7.42307, -17.29008, 12.23527], [-6.73809, -18.81271, 11.73777], [-4.63014, -17.34333, 13.07192], [-8.26886, -17.32976, 8.69450], [-7.08681, -18.41535, 7.94028], [-8.01580, -17.28088, 6.97157], [-6.37762, -16.94779, 5.37356], [-4.71562, -16.30954, 3.79357], [-3.05365, -14.26514, 4.58438], [-2.98372, -13.79397, 6.87464], [-8.49672, -12.15080, 12.52470], [-7.21300, -11.62389, 12.44380], [-6.19684, -12.32653, 11.81157], [-6.47735, -13.36511, 11.02812], [-7.69370, -13.91679, 11.03969], [-8.79272, -13.26047, 11.67746], [-9.20929, -11.77941, 13.26630], [-6.98613, -10.64183, 12.88338], [-5.17224, -11.96154, 11.90018], [-7.86467, -14.82159, 10.44060], [-9.77338, -13.59199, 11.51975], [-6.17600, -11.73809, 3.86393], [-5.96869, -11.46133, 5.36202], [-7.27114, -11.46342, 6.20383], [-6.85014, -11.37255, 7.98350], [-6.59829, -12.86183, 8.27365], [-8.47111, -10.86007, 8.69538], [-9.72309, -11.77689, 8.61464], [-10.51902, -11.57057, 7.35671], [-5.25864, -11.77459, 3.31628], [-6.71602, -10.90495, 3.36837], [-6.74406, -12.66235, 3.59739], [-5.45003, -10.50209, 5.47263], [-5.30061, -12.23017, 5.77805], [-7.86473, -12.38422, 6.06434], [-7.89462, -10.59290, 5.88731], [-8.73117, -9.91765, 8.11177], [-8.21062, -10.47304, 9.70418], [-10.39913, -11.50296, 9.46063], [-9.48104, -12.83298, 8.82840], [-10.76637, -10.51061, 7.24271], [-11.48163, -12.13418, 7.47678], [-10.02822, -11.87069, 6.44167], [-3.89238, -12.38064, 9.29757], [-3.43904, -11.89288, 8.55870], [-3.15636, -12.74372, 9.85385]]
}

---

{
  "formula": "C21H34N3O3PSn",
  "method": "ωB97M-V with the def2-TZVPD basis set",
  "total_charge": 2,
  "e_above_lowest_kj_mol": 0.0,
  "e_tot_ev": -48042.900,
  "orbital_gap_ev": [4.23, 3.80],
  "lumo_energy_ev": [-10.5, -11.0],
  "max_force_ev_per_a": 2.54,
  "mol_weight_g_mol": 526.21,
  "symbols": ["C", "C", "C", "C", "C", "C", "C", "C", "N", "Sn", "C", "P", "H", "H", "H", "H", "H", "H", "H", "H", "C", "C", "H", "C", "C", "H", "H", "H", "H", "H", "H", "H", "H", "H", "H", "H", "H", "H", "H", "C", "C", "C", "C", "C", "C", "O", "N", "C", "O", "N", "C", "O", "H", "H", "H", "H", "H", "H", "H", "H", "H", "H", "H"],
  "positions_angstrom": [[0.29810, 1.24139, -4.62213], [0.93638, 1.92154, -3.58482], [0.61037, 1.64905, -2.24613], [-0.35480, 0.68783, -1.93127], [-0.97991, -0.00035, -2.98557], [-0.64082, 0.25421, -4.31655], [1.35940, 2.38705, -1.16447], [0.52481, 3.25254, -0.20091], [-0.85225, 2.72791, 0.10642], [-0.84319, 0.22115, 0.16110], [-2.06150, -1.01861, -2.68587], [-3.08672, -0.30633, -1.33263], [1.70914, 2.66860, -3.79175], [-1.13005, -0.31888, -5.10821], [0.54445, 1.46835, -5.65761], [-1.65078, -1.97698, -2.33044], [-2.73740, -1.21174, -3.53365], [1.93266, 1.65435, -0.57161], [2.08784, 3.06293, -1.63466], [1.07093, 3.35280, 0.75240], [-4.06527, -1.60375, -0.55003], [-4.15669, 0.88568, -2.16712], [0.38957, 4.26470, -0.62719], [-1.82755, 3.24013, -0.88540], [-1.30695, 3.22172, 1.43379], [-0.88285, -1.54672, 0.05079], [-1.85323, 4.34047, -0.80061], [-1.54389, 2.96270, -1.90551], [-2.82332, 2.83813, -0.65367], [-1.48002, 4.30851, 1.37460], [-2.24592, 2.71827, 1.69678], [-0.56669, 2.99909, 2.21056], [-4.84538, 0.34534, -2.83542], [-4.72439, 1.42095, -1.38930], [-3.56764, 1.61037, -2.75252], [-4.82973, -1.97552, -1.24952], [-3.41294, -2.42587, -0.21451], [-4.54842, -1.14888, 0.33213], [-2.14945, 0.20002, 1.34811], [4.28689, -3.46068, 2.42883], [3.61910, -2.50069, 1.46716], [2.42754, -1.76130, 2.09305], [1.33459, -2.70343, 2.69240], [0.78399, -3.72789, 1.71516], [2.90906, -0.77040, 3.16598], [4.00481, -0.73687, 3.70316], [1.92611, 0.15063, 3.50883], [0.76080, 0.41593, 2.77745], [-0.17195, 1.04833, 3.25619], [0.81422, -0.02665, 1.45697], [1.77637, -0.90054, 1.02348], [2.02840, -1.01186, -0.18523], [4.62840, -2.87561, 3.28786], [5.15074, -3.91879, 1.94039], [3.60548, -4.24831, 2.77225], [4.34078, -1.72722, 1.15543], [3.28096, -3.00916, 0.55355], [1.76114, -3.20255, 3.57451], [0.51677, -2.06922, 3.06597], [1.56209, -4.40951, 1.34567], [0.02115, -4.33265, 2.22165], [0.29925, -3.24480, 0.85794], [2.03741, 0.65108, 4.38373]]
}

---

Q: Number 2 is which compound?
A: C21H34N3O3PSn